A cluster of 3 separate species, C35H71ClNO6 in total. Source: OMol25; level of theory: wB97M-V/def2-TZVPD.

- Total charge: +1
- LUMO: -0.0745 Eh
- M: 637.41 g/mol

Last column: Mulliken charge in e.
Element x y z (Å)
C -5.438 -0.808 -2.498  -0.936
C -4.056 -0.290 -3.219  -0.320
C -2.929 0.192 -2.093  -0.151
C -1.486 0.306 -2.856  -0.218
C -1.058 1.922 -2.767  -1.201
N -0.402 -0.622 -2.334  0.702
C 0.024 -0.300 -0.886  0.273
C 1.426 0.602 -0.868  -0.562
C 2.773 -0.265 -0.533  0.141
C 3.177 -0.168 1.087  -0.447
C 3.574 1.364 1.548  -0.429
C 4.095 1.481 3.112  -0.592
C 2.868 1.939 4.152  -0.640
C 2.269 0.676 5.018  -0.436
C 0.685 0.851 5.456  -0.586
C -0.283 -0.190 4.580  0.075
C -1.822 -0.040 5.179  -0.532
O -1.985 1.113 6.084  -0.326
C -3.189 1.896 5.754  -0.423
C 0.198 -1.628 0.058  -0.798
C -1.278 -2.381 0.087  0.408
C -1.165 -3.605 1.172  -1.168
C -1.565 -2.861 -1.465  0.437
C -1.573 -4.525 -1.637  -1.057
C -0.077 -5.191 -1.628  -0.204
C 0.279 -5.952 -3.073  -0.368
Cl 0.086 -7.796 -2.997  -0.195
C -0.647 -2.093 -2.580  -0.880
O -1.209 -2.420 -3.904  -0.308
C -0.164 -2.771 -4.879  0.003
C 0.614 -1.431 -5.486  -0.608
H -5.155 -1.054 -1.373  0.226
H -6.225 0.071 -2.544  0.325
H -5.792 -1.766 -3.102  0.266
H -3.526 -1.116 -3.878  0.100
H -4.207 0.655 -3.924  0.379
H -3.277 1.286 -1.768  0.412
H -2.935 -0.455 -1.119  -0.178
H -1.710 0.135 -4.016  0.552
H -1.134 2.220 -1.631  0.312
H 0.025 2.108 -3.219  0.246
H -1.889 2.544 -3.340  0.389
H 0.464 -0.380 -2.906  0.479
H -0.777 0.391 -0.334  0.280
H 1.622 1.161 -1.890  0.085
H 1.275 1.470 -0.063  -0.011
H 2.784 -1.360 -0.943  0.068
H 3.671 0.294 -1.088  0.246
H 2.393 -0.681 1.786  -0.019
H 4.182 -0.803 1.186  0.316
H 4.456 1.726 0.835  0.279
H 2.714 2.149 1.427  0.164
H 4.848 2.407 3.125  0.327
H 4.689 0.547 3.494  0.296
H 3.340 2.721 4.915  0.321
H 2.028 2.555 3.572  0.268
H 2.376 -0.286 4.322  0.173
H 2.916 0.593 5.998  0.310
H 0.535 0.524 6.587  0.328
H 0.362 1.977 5.331  0.229
H -0.320 0.128 3.449  -0.217
H 0.047 -1.306 4.734  0.319
H -2.541 -0.022 4.253  0.291
H -2.070 -1.006 5.813  0.231
H -3.340 1.986 4.577  0.244
H -3.027 2.985 6.206  0.101
H -4.143 1.357 6.218  0.255
H 0.979 -2.413 -0.321  0.280
H 0.384 -1.248 1.158  -0.270
H -2.106 -1.638 0.512  0.390
H -2.061 -4.357 1.160  0.334
H -1.149 -3.136 2.268  0.288
H -0.118 -4.171 1.075  0.224
H -2.696 -2.551 -1.687  -0.276
H -2.013 -4.712 -2.731  0.456
H -2.343 -5.047 -0.906  0.474
H -0.045 -6.044 -0.799  0.444
H 0.792 -4.440 -1.356  -0.033
H 1.402 -5.747 -3.411  0.233
H -0.428 -5.581 -3.955  0.144
H 0.428 -2.611 -2.551  0.425
H 0.614 -3.564 -4.503  0.023
H -0.722 -3.255 -5.814  0.319
H 1.599 -1.323 -4.826  0.018
H 0.949 -1.573 -6.598  0.391
H -0.039 -0.472 -5.291  0.108
O 4.065 -0.053 -3.249  -0.500
C 4.915 -0.688 -3.868  0.698
O 5.519 -0.148 -4.950  -0.371
C 6.666 -0.716 -5.613  -0.397
C 6.240 -1.729 -6.656  -0.948
C 5.230 -2.108 -3.499  -0.968
H 7.375 -1.130 -4.890  0.347
H 7.180 0.115 -6.108  0.312
H 5.715 -2.575 -6.205  0.257
H 7.109 -2.110 -7.200  0.367
H 5.548 -1.272 -7.372  0.293
H 4.534 -2.777 -4.010  0.269
H 5.108 -2.220 -2.417  0.268
H 6.256 -2.400 -3.719  0.353
O -4.454 4.895 2.802  -0.597
C -4.198 5.610 3.768  0.785
O -4.984 5.581 4.868  -0.344
C -4.658 6.213 6.120  -0.324
C -5.110 7.659 6.130  -1.088
C -3.071 6.599 3.711  -0.933
H -3.594 6.104 6.352  0.315
H -5.200 5.662 6.895  0.377
H -4.596 8.247 5.365  0.274
H -4.917 8.117 7.105  0.361
H -6.181 7.726 5.915  0.304
H -3.430 7.532 3.271  0.246
H -2.279 6.186 3.080  0.293
H -2.614 6.796 4.680  0.337